Record 1
This record from the Open Molecules 2025 dataset describes C30H36Cl3N2O3Zr as an isolated structure. The level of theory is ωB97M-V with the def2-TZVPD basis set.

Its molecular weight is 670.2 g/mol. Its charge is +3. As for the HOMO energy: -17.09 eV. The calculation puts the energy above the lowest of the compared OMol25 structures with the same formula, charge and spin at 48.5 kcal per mole. The spin multiplicity is 1. The electronic energy comes out at -2926.75664 a.u.

```
75
Properties=species:S:1:pos:R:3:lowdin_charge:R:1
Zr 0.13 0.11 0.06 1.798
C -2.34 3.44 3.29 0.004
C -2.30 2.25 2.39 -0.210
C -2.36 0.96 2.92 0.024
C -2.35 -0.16 2.09 -0.046
C -2.31 -0.01 0.70 -0.221
C -2.25 1.29 0.15 -0.160
C -2.22 2.39 0.99 0.004
H -2.12 4.36 2.75 0.095
H -1.64 3.33 4.12 0.106
H -3.34 3.54 3.72 0.118
H -2.44 0.83 3.99 0.148
H -2.45 -1.15 2.53 0.132
H -2.53 -0.87 0.06 0.117
H -2.35 1.44 -0.92 0.081
H -2.19 3.39 0.56 0.140
C -1.20 -3.52 0.48 -0.012
C 0.26 -3.89 0.40 -0.224
C 0.72 -5.06 0.98 -0.005
C 2.06 -5.43 0.86 -0.016
C 2.93 -4.64 0.14 -0.008
C 2.51 -3.46 -0.47 -0.238
C 3.51 -2.65 -1.26 -0.032
C 1.17 -3.10 -0.31 -0.252
N 0.67 -1.89 -0.96 0.014
C 0.55 -1.97 -2.24 -0.213
C 0.74 -3.20 -3.05 0.045
C 0.18 -0.70 -2.97 -0.212
C 0.08 -0.73 -4.45 0.048
N -0.05 0.34 -2.24 -0.003
C -0.53 1.54 -2.92 -0.259
C -1.89 1.64 -3.22 -0.235
C -2.88 0.51 -3.05 -0.028
C -2.33 2.82 -3.80 -0.004
C -1.45 3.84 -4.13 -0.014
C -0.09 3.67 -3.91 -0.008
C 0.40 2.51 -3.32 -0.283
C 1.89 2.29 -3.27 -0.069
H -1.76 -4.26 1.05 0.104
H -1.66 -3.44 -0.50 0.094
H -1.33 -2.56 1.00 0.035
H 0.03 -5.70 1.51 0.132
H 2.41 -6.35 1.31 0.130
H 3.97 -4.94 0.03 0.137
H 4.38 -2.42 -0.64 0.100
H 3.12 -1.72 -1.66 0.039
H 3.89 -3.24 -2.10 0.105
H 0.73 -4.10 -2.43 0.113
H 1.71 -3.16 -3.56 0.130
H -0.02 -3.27 -3.82 0.114
H 0.93 -1.27 -4.87 0.118
H 0.03 0.27 -4.87 0.109
H -0.82 -1.28 -4.74 0.129
H -2.54 -0.28 -2.37 0.059
H -3.06 0.04 -4.02 0.105
H -3.84 0.87 -2.69 0.104
H -3.39 2.93 -4.04 0.136
H -1.81 4.75 -4.58 0.130
H 0.61 4.43 -4.23 0.137
H 2.41 3.19 -2.94 0.089
H 2.27 2.06 -4.27 0.108
H 2.19 1.47 -2.61 0.020
C 2.15 -1.86 2.33 -0.005
O 0.92 -1.24 1.82 -0.255
H 2.86 -1.89 1.51 0.065
H 1.92 -2.87 2.66 0.108
H 2.53 -1.25 3.14 0.115
H 0.42 -0.96 2.60 0.109
Cl 1.03 2.81 -0.41 0.818
C 2.30 2.23 0.71 -1.317
Cl 3.64 3.24 0.86 0.864
Cl 2.75 0.56 -0.05 0.713
C 1.59 1.78 2.03 -0.701
O 2.08 1.90 3.10 0.207
O 0.44 1.20 1.71 -0.326
```

=====

Record 2
This record from the Open Molecules 2025 dataset describes C30H36F4N5O2RuSi as an isolated structure. The level of theory is ωB97M-V with the def2-TZVPD basis set.

Its molecular weight is 703.8 g/mol. As for the HOMO energy (alpha / beta): -7.31 / -7.54 eV. The spin multiplicity is 2. The expectation value of S² is 0.76. The electronic energy comes out at -2372.91066 a.u.

```
79
Properties=species:S:1:pos:R:3:mulliken_spin:R:1
Ru 0.41 0.19 -0.26 0.980
C 0.49 -0.68 -3.25 0.003
N -0.18 0.26 -2.34 -0.041
C 0.05 1.62 -2.87 -0.001
C -1.62 -0.03 -2.29 0.004
C -2.26 0.71 -1.15 0.007
N -1.57 0.40 0.11 0.061
C -2.10 0.98 1.26 -0.007
C -1.64 0.60 2.53 0.019
F -0.71 -0.36 2.65 -0.004
C -2.13 1.11 3.71 -0.020
F -1.60 0.66 4.86 -0.001
C -3.14 2.05 3.74 0.048
C -3.64 2.43 2.52 -0.022
F -4.63 3.33 2.46 -0.001
C -3.16 1.92 1.33 0.032
F -3.76 2.43 0.23 0.002
H 0.01 -0.64 -4.24 0.000
H 0.43 -1.68 -2.86 0.002
H 1.53 -0.39 -3.35 0.001
H -0.38 1.69 -3.88 0.000
H 1.12 1.80 -2.92 0.002
H -0.39 2.37 -2.22 -0.003
H -1.73 -1.11 -2.14 0.001
H -2.10 0.23 -3.24 -0.002
H -3.31 0.41 -1.11 -0.002
H -2.24 1.78 -1.35 0.012
H -3.52 2.45 4.67 0.004
O 1.89 4.01 0.49 0.003
C 1.35 2.92 0.57 -0.007
O 0.43 2.43 -0.16 0.012
C 1.82 1.98 1.69 0.005
C 2.60 2.45 2.73 0.002
C 3.03 1.57 3.70 -0.001
C 2.68 0.23 3.59 0.001
C 1.90 -0.17 2.52 0.006
N 1.46 0.70 1.59 -0.045
H 2.85 3.50 2.73 0.000
H 3.63 1.91 4.53 0.000
H 2.99 -0.50 4.33 0.000
H 1.57 -1.19 2.41 -0.002
C -0.55 -3.36 -1.26 -0.004
Si 0.40 -2.21 -0.07 -0.023
C 2.16 -2.91 -0.08 0.001
C -0.37 -2.76 1.58 -0.006
C 0.38 -3.30 2.62 0.003
C -0.21 -3.70 3.81 0.001
C -1.58 -3.58 3.98 -0.001
C -2.35 -3.06 2.95 0.001
C -1.75 -2.66 1.77 -0.006
H -0.52 -4.36 -0.80 0.000
H -0.12 -3.47 -2.26 0.001
H -1.60 -3.09 -1.36 0.000
H 2.16 -4.00 0.06 -0.001
H 2.79 -2.47 0.70 0.001
H 2.63 -2.70 -1.05 0.000
H 1.46 -3.42 2.51 0.000
H 0.40 -4.12 4.61 0.000
H -2.05 -3.90 4.90 0.000
H -3.43 -2.97 3.07 0.000
H -2.37 -2.22 0.98 -0.004
N 2.45 0.25 -0.95 -0.048
C 3.55 0.25 -0.56 0.042
N 4.77 0.24 -0.13 -0.004
C 5.47 1.51 0.15 0.004
C 6.23 1.38 1.47 0.000
C 7.14 0.15 1.45 0.000
C 6.34 -1.11 1.16 0.000
C 5.58 -0.99 -0.15 0.002
H 4.73 2.30 0.19 -0.002
H 6.16 1.71 -0.67 0.001
H 5.50 1.29 2.28 0.000
H 6.80 2.29 1.63 0.000
H 7.65 0.06 2.41 0.000
H 7.91 0.28 0.69 0.000
H 5.62 -1.29 1.97 0.000
H 6.99 -1.99 1.11 0.000
H 4.92 -1.83 -0.32 -0.001
H 6.29 -0.92 -0.99 0.000
```

=====

Record 3
This record from the Open Molecules 2025 dataset describes a 10-piece molecular cluster, C30H36F8O30 overall. The level of theory is ωB97M-V with the def2-TZVPD basis set.

Its molecular weight is 1028.6 g/mol. Its charge is +1. As for the HOMO energy (alpha / beta): -12.29 / -12.29 eV. The spin multiplicity is 2. The expectation value of S² is 0.75. The electronic energy comes out at -4220.49255 a.u.

```
104
Properties=species:S:1:pos:R:3:mulliken_spin:R:1
C -1.19 -2.46 -2.99 0.000
C -0.23 -2.78 -1.81 -0.001
O 0.95 -2.18 -2.26 0.000
C 0.89 -1.95 -3.57 0.000
O 1.76 -1.38 -4.17 0.001
O -0.24 -2.35 -4.07 0.000
F -0.05 -4.11 -1.64 0.000
H -1.85 -1.61 -2.84 0.000
H -1.78 -3.37 -3.12 0.000
H -0.44 -2.31 -0.85 0.000
C 4.84 1.81 1.47 0.000
C 3.84 2.96 1.63 0.000
O 3.48 2.77 3.01 0.000
C 4.32 1.95 3.66 0.000
O 4.23 1.63 4.87 0.000
O 5.28 1.55 2.77 0.000
F 2.91 2.72 0.74 0.000
H 5.59 1.97 0.69 0.000
H 4.51 0.82 1.15 0.000
H 4.30 3.91 1.37 0.000
C 4.16 -0.40 -2.40 0.012
C 4.45 0.43 -3.62 0.005
O 5.72 -0.08 -3.94 0.031
C 6.24 -0.77 -2.94 -0.033
O 7.27 -1.45 -3.07 0.919
O 5.50 -0.63 -1.98 0.055
F 4.55 1.78 -3.31 0.004
H 3.81 -1.41 -2.63 -0.002
H 3.53 0.13 -1.68 0.002
H 3.70 0.38 -4.41 0.006
C -5.39 -1.71 -2.04 0.000
C -4.95 -0.78 -3.13 0.000
O -4.29 -1.69 -3.93 0.000
C -4.73 -2.97 -3.67 0.000
O -4.35 -4.06 -4.14 0.000
O -5.51 -2.92 -2.58 0.000
F -4.17 0.14 -2.69 0.000
H -6.36 -1.41 -1.63 0.000
H -4.77 -1.73 -1.14 0.000
H -5.67 -0.28 -3.78 0.000
C 0.46 1.60 -0.93 -0.001
C 0.04 1.93 0.47 0.000
O -1.15 1.18 0.69 0.000
C -1.39 0.41 -0.33 0.000
O -2.19 -0.50 -0.45 0.000
O -0.60 0.83 -1.33 0.000
F -0.28 3.20 0.62 0.000
H 1.43 1.10 -0.93 0.000
H 0.48 2.57 -1.44 0.000
H 0.79 1.62 1.20 0.000
C 2.33 -3.78 1.10 0.000
C 3.57 -3.31 0.35 0.000
O 3.61 -1.93 0.73 0.000
C 2.33 -1.54 1.03 0.000
O 1.93 -0.43 1.14 0.000
O 1.55 -2.61 1.25 0.000
F 3.40 -3.46 -1.00 0.000
H 2.66 -4.28 2.01 0.000
H 1.69 -4.58 0.70 0.000
H 4.41 -3.94 0.63 0.000
C -2.89 3.45 3.02 0.000
C -3.55 2.82 1.84 0.000
O -3.38 3.70 0.77 0.000
C -3.07 4.93 1.21 0.000
O -3.04 5.97 0.55 0.000
O -3.00 4.84 2.57 0.000
F -4.91 2.78 2.06 0.000
H -1.87 3.07 3.13 0.000
H -3.48 3.18 3.89 0.000
H -3.33 1.81 1.50 0.000
C -0.29 4.01 -5.63 0.000
C -0.98 2.66 -5.93 0.000
O -0.47 1.83 -4.95 0.000
C 0.68 2.31 -4.60 0.000
O 1.63 1.73 -4.07 0.000
O 0.85 3.57 -4.94 0.000
F -0.48 2.21 -7.06 0.000
H -0.85 4.62 -4.92 0.000
H -0.01 4.56 -6.54 0.000
H -2.05 2.63 -6.12 0.000
C -2.78 3.08 7.14 0.000
O -2.13 2.41 6.21 0.000
C -0.85 2.60 5.99 0.000
O -0.07 3.37 6.57 0.000
O -0.45 1.75 5.03 0.000
C 0.86 1.38 4.76 0.000
H -2.33 3.05 8.13 0.000
H -3.71 2.56 7.36 0.000
H -2.88 4.10 6.77 0.000
H 1.63 2.11 5.03 0.000
H 1.01 1.10 3.72 0.000
H 1.08 0.39 5.14 0.000
C -3.52 -3.93 0.60 0.000
O -2.96 -4.92 1.44 0.000
C -1.62 -4.90 1.60 0.000
O -0.81 -4.47 0.81 0.000
O -1.31 -5.41 2.73 0.000
C 0.04 -5.47 3.21 0.000
H -3.24 -4.31 -0.38 0.000
H -3.10 -2.94 0.78 0.000
H -4.61 -3.93 0.65 0.000
H 0.09 -6.17 4.05 0.000
H 0.45 -4.53 3.56 0.000
H 0.71 -5.86 2.45 0.000
```

=====

Repeat the second record exactly.
This record from the Open Molecules 2025 dataset describes C30H36F4N5O2RuSi as an isolated structure. The level of theory is ωB97M-V with the def2-TZVPD basis set.

Its molecular weight is 703.8 g/mol. As for the HOMO energy (alpha / beta): -7.31 / -7.54 eV. The spin multiplicity is 2. The expectation value of S² is 0.76. The electronic energy comes out at -2372.91066 a.u.

```
79
Properties=species:S:1:pos:R:3:mulliken_spin:R:1
Ru 0.41 0.19 -0.26 0.980
C 0.49 -0.68 -3.25 0.003
N -0.18 0.26 -2.34 -0.041
C 0.05 1.62 -2.87 -0.001
C -1.62 -0.03 -2.29 0.004
C -2.26 0.71 -1.15 0.007
N -1.57 0.40 0.11 0.061
C -2.10 0.98 1.26 -0.007
C -1.64 0.60 2.53 0.019
F -0.71 -0.36 2.65 -0.004
C -2.13 1.11 3.71 -0.020
F -1.60 0.66 4.86 -0.001
C -3.14 2.05 3.74 0.048
C -3.64 2.43 2.52 -0.022
F -4.63 3.33 2.46 -0.001
C -3.16 1.92 1.33 0.032
F -3.76 2.43 0.23 0.002
H 0.01 -0.64 -4.24 0.000
H 0.43 -1.68 -2.86 0.002
H 1.53 -0.39 -3.35 0.001
H -0.38 1.69 -3.88 0.000
H 1.12 1.80 -2.92 0.002
H -0.39 2.37 -2.22 -0.003
H -1.73 -1.11 -2.14 0.001
H -2.10 0.23 -3.24 -0.002
H -3.31 0.41 -1.11 -0.002
H -2.24 1.78 -1.35 0.012
H -3.52 2.45 4.67 0.004
O 1.89 4.01 0.49 0.003
C 1.35 2.92 0.57 -0.007
O 0.43 2.43 -0.16 0.012
C 1.82 1.98 1.69 0.005
C 2.60 2.45 2.73 0.002
C 3.03 1.57 3.70 -0.001
C 2.68 0.23 3.59 0.001
C 1.90 -0.17 2.52 0.006
N 1.46 0.70 1.59 -0.045
H 2.85 3.50 2.73 0.000
H 3.63 1.91 4.53 0.000
H 2.99 -0.50 4.33 0.000
H 1.57 -1.19 2.41 -0.002
C -0.55 -3.36 -1.26 -0.004
Si 0.40 -2.21 -0.07 -0.023
C 2.16 -2.91 -0.08 0.001
C -0.37 -2.76 1.58 -0.006
C 0.38 -3.30 2.62 0.003
C -0.21 -3.70 3.81 0.001
C -1.58 -3.58 3.98 -0.001
C -2.35 -3.06 2.95 0.001
C -1.75 -2.66 1.77 -0.006
H -0.52 -4.36 -0.80 0.000
H -0.12 -3.47 -2.26 0.001
H -1.60 -3.09 -1.36 0.000
H 2.16 -4.00 0.06 -0.001
H 2.79 -2.47 0.70 0.001
H 2.63 -2.70 -1.05 0.000
H 1.46 -3.42 2.51 0.000
H 0.40 -4.12 4.61 0.000
H -2.05 -3.90 4.90 0.000
H -3.43 -2.97 3.07 0.000
H -2.37 -2.22 0.98 -0.004
N 2.45 0.25 -0.95 -0.048
C 3.55 0.25 -0.56 0.042
N 4.77 0.24 -0.13 -0.004
C 5.47 1.51 0.15 0.004
C 6.23 1.38 1.47 0.000
C 7.14 0.15 1.45 0.000
C 6.34 -1.11 1.16 0.000
C 5.58 -0.99 -0.15 0.002
H 4.73 2.30 0.19 -0.002
H 6.16 1.71 -0.67 0.001
H 5.50 1.29 2.28 0.000
H 6.80 2.29 1.63 0.000
H 7.65 0.06 2.41 0.000
H 7.91 0.28 0.69 0.000
H 5.62 -1.29 1.97 0.000
H 6.99 -1.99 1.11 0.000
H 4.92 -1.83 -0.32 -0.001
H 6.29 -0.92 -0.99 0.000
```